Version P
One molecule with the formula C21H25N5O3, computed with wB97M-V/def2-TZVPD.

The SMILES is Cc1cc(-c2nnc(CCC(=O)N3CCN(Cc4cccnc4)CC3)o2)c(C)o1. The calculation puts the HOMO energy at -8.28 eV. The frontier orbital gap is 9.06 eV. The calculation puts the lowest unoccupied orbital energy at 0.78 eV.

Structure (XYZ):
```
54
Properties=species:S:1:pos:R:3:mulliken_charge:R:1
C 1.651 -0.941 1.016 0.097
C 3.886 0.840 2.513 -1.228
C 3.665 -1.292 -0.515 -0.988
C -3.999 -0.388 0.519 -1.511
H 4.721 1.534 2.538 0.356
H -2.828 2.786 -1.214 0.469
H -5.029 -0.134 0.246 0.464
H -3.031 -0.834 3.923 0.379
H -2.889 1.676 -3.289 0.529
H -2.124 -0.761 -0.471 -0.041
H -3.561 -1.282 -1.395 0.497
H 2.949 1.391 2.549 0.326
H 6.407 -0.096 -1.840 0.313
H 3.221 -1.950 -1.230 0.614
H -3.142 -0.080 -3.351 0.496
N -3.491 0.686 1.339 0.070
H -1.236 -1.633 -2.858 0.355
C 0.777 -0.900 -2.766 -0.183
N 1.042 1.465 -2.712 -0.674
C 1.553 0.246 -2.713 -0.374
H -3.184 2.733 1.278 0.469
C -2.652 0.601 2.395 0.739
C 3.957 0.024 1.275 0.213
H -1.679 1.713 -0.372 0.212
C -1.155 0.514 -2.814 0.759
H 1.230 -1.878 -2.768 0.365
N -3.238 0.767 -1.471 0.028
C -3.569 1.948 0.628 -1.348
H -0.641 2.608 -2.769 0.379
H -4.007 -1.336 1.051 0.474
H 3.933 0.202 3.396 0.262
C -0.079 -0.973 2.232 0.795
N -0.418 -1.437 1.073 -0.354
O -2.137 1.596 2.879 -0.693
C -0.272 1.589 -2.762 -0.262
C -2.737 1.855 -0.651 -0.230
O 1.227 -0.631 2.269 -0.401
H -2.621 -1.589 2.365 0.299
H -4.615 2.146 0.380 0.384
H 5.814 -1.730 -2.186 0.342
C 3.014 -0.740 0.628 1.118
H 6.943 -1.449 -0.848 0.367
H 2.633 0.195 -2.671 0.473
C 6.095 -1.041 -1.396 -1.409
H -0.751 -1.689 4.097 0.366
C -2.403 -0.763 3.033 -0.602
C -3.155 -0.495 -0.755 0.190
H -0.646 0.078 3.966 0.308
C -0.930 -0.835 3.437 -0.814
C -0.599 -0.761 -2.814 -0.288
C 4.941 -0.829 -0.485 0.492
O 5.117 -0.029 0.599 -0.426
C -2.647 0.727 -2.802 -1.729
N 0.686 -1.422 0.295 -0.440
```



Version Q
C21H25N5O3 as an isolated structure, computed with wB97M-V/def2-TZVPD.

The calculation puts the HOMO energy at -7.84 eV. The frontier orbital gap is 7.89 eV. The calculation puts the lowest unoccupied orbital energy at 0.05 eV.

Structure (XYZ):
```
54
Properties=species:S:1:pos:R:3:mulliken_charge:R:1
H -0.525 -0.353 -1.091 0.087
H -0.303 1.575 -2.714 0.358
C 1.419 -0.734 3.238 -0.819
H -2.424 -5.440 -2.296 0.301
C 1.326 1.683 -1.233 0.152
O 1.919 -1.438 -2.866 -0.827
H -1.807 -2.350 -2.038 0.418
C -1.010 -4.160 -3.079 1.047
H 2.727 2.855 1.465 0.375
N -0.152 -2.363 0.146 -0.272
C 2.074 2.598 0.522 -0.788
N 0.380 -1.060 1.993 -0.025
C -2.164 4.057 2.050 -0.586
H 0.475 0.698 4.660 0.779
H 2.481 -0.572 2.686 0.229
C 0.723 0.562 3.772 -0.853
C 0.735 -1.869 0.896 0.313
C -1.555 1.587 1.004 0.530
O 2.049 -2.508 1.103 -0.733
H 0.911 4.574 0.519 0.243
C -2.550 2.395 0.580 -0.098
C -0.312 -3.547 -4.384 -1.387
N 0.045 -0.303 -1.840 -0.082
C -0.855 1.999 2.312 -0.106
C -2.610 3.625 0.913 -0.438
H 2.513 0.498 -0.071 0.608
C -0.207 0.008 1.626 0.227
C 0.554 -1.424 -1.996 0.375
C 2.032 1.405 -0.317 0.263
C 0.652 1.152 -2.360 -0.878
H 0.527 -3.122 -4.101 0.365
H -2.889 -4.289 -3.409 0.308
H 0.031 -4.824 -2.714 0.133
H -0.665 3.618 3.722 0.289
C 0.283 -2.768 -1.141 -0.065
H -1.960 -5.702 -4.047 0.400
C -1.089 -3.187 -1.872 -1.188
N -1.201 0.410 0.675 -0.489
H -0.952 -1.650 0.154 0.548
O 0.529 3.167 -0.840 -0.439
C -0.988 3.206 2.708 -0.547
H 1.111 -3.416 -1.045 0.652
H 1.435 -1.459 3.757 0.605
H 1.625 1.571 3.436 0.264
H -2.404 5.073 2.407 0.334
H -1.610 -3.781 -0.990 0.359
N 0.056 0.976 2.583 0.241
H -3.402 4.312 0.464 0.276
H -0.072 -4.267 -5.251 0.301
H 1.384 0.666 -3.076 0.399
H -3.091 2.072 -0.568 0.092
C -2.009 -4.975 -3.259 -1.491
H -1.182 -2.891 -4.577 0.354
C 1.145 3.334 0.217 -0.115
```



Name the least stable of them. version Q.



Version P
C31H41BLiN9OS3 as an isolated structure, computed with wB97M-V/def2-TZVPD.

The calculation puts the HOMO energy (alpha / beta) at -0.35 / 0.64 eV. The frontier orbital gap (alpha / beta) is 4.43 / 3.44 eV. The calculation puts the lowest unoccupied orbital energy (alpha / beta) at 4.08 / 4.08 eV. The charge is -2.

Structure (XYZ):
```
87
Properties=species:S:1:pos:R:3:mulliken_charge:R:1
H 0.419 1.883 3.768 0.311
N 0.553 0.017 -1.880 -0.386
C -2.362 2.682 -1.093 0.962
H -0.317 -2.369 -2.896 0.248
C -3.260 -5.323 5.125 -0.491
N -2.294 -2.178 3.427 0.470
H 6.527 -0.090 0.898 0.325
N 0.682 2.233 1.238 -0.543
C -0.664 -5.162 6.070 -0.783
C 4.987 -1.239 1.762 -0.538
H -3.473 4.295 -1.903 0.341
H -4.080 -0.909 0.058 0.292
H -2.628 -1.031 1.051 -0.499
H 1.307 -2.710 -2.339 0.080
H 5.292 -1.107 2.790 0.388
C 0.975 -0.673 -2.932 0.237
H -4.450 2.186 -0.591 0.415
H -3.109 -5.868 0.449 0.363
S 1.553 -1.238 4.007 -0.657
H 0.350 -5.087 6.443 0.417
N -1.475 0.873 -0.167 0.185
C -1.038 -2.250 2.869 -0.643
C -2.477 -4.212 4.786 -0.030
H 3.308 5.200 -0.515 0.386
N 0.854 1.326 -2.117 1.424
H -0.425 -5.187 1.520 0.605
C -2.511 -5.179 -0.155 -1.636
N 3.854 -2.030 1.554 -0.204
C -2.431 3.989 -1.815 -1.442
C 0.737 -2.140 -3.072 -1.096
H 3.405 3.721 -1.469 0.164
H 3.222 -2.175 2.332 0.087
H -1.884 4.769 -1.280 0.263
C 2.723 4.373 -0.920 -1.377
C -3.399 1.941 -0.567 -1.739
C -3.406 -0.349 0.710 -0.398
C -2.015 -4.010 0.685 1.077
H -3.363 -7.202 6.144 0.360
H 1.391 3.303 4.221 0.382
H -1.392 -3.348 0.077 -0.167
H 0.482 -3.301 2.197 -0.075
B 0.217 2.446 -1.235 -1.120
H -0.546 -3.273 5.083 0.328
H 2.158 2.563 -4.978 0.375
H -2.003 3.916 -2.816 0.258
C -2.782 0.805 -0.003 0.386
C 5.120 -0.820 -0.598 -0.743
C 2.064 3.637 0.199 0.818
N -0.463 -3.439 2.574 0.320
H -1.835 -5.045 2.569 0.102
Li 0.202 -0.261 0.267 0.635
S -0.077 -0.792 2.809 0.092
H 2.747 3.178 -3.435 0.102
C 3.879 -1.502 -0.763 -0.111
C 1.882 2.747 -3.939 -1.334
H 5.598 -0.337 -1.441 0.367
C -1.191 -4.496 1.876 -1.070
C 5.635 -0.677 0.707 -0.290
N -1.216 2.010 -0.853 0.380
C 3.240 -2.097 0.294 0.161
C 1.455 1.456 -3.320 0.531
C 2.370 3.676 1.541 -1.231
N 1.041 2.767 0.041 1.405
C -1.438 -6.273 6.376 -0.295
H 0.140 3.440 -1.915 -0.211
C -1.169 -4.135 5.285 0.281
H -3.985 -0.022 1.577 0.342
H -4.277 -5.352 4.755 0.405
H -1.668 -5.739 -0.571 0.379
H 2.160 1.735 3.889 0.192
C 1.472 2.774 2.148 0.632
C -2.746 -6.344 5.903 -0.497
H 1.991 -0.060 -4.827 0.373
C -3.107 -3.143 3.994 0.233
H 3.411 -1.551 -1.735 0.182
H -2.768 -1.299 3.280 0.236
O -4.341 -3.021 3.901 -0.804
H -3.131 -4.839 -0.987 0.392
H -2.867 -3.426 1.045 -0.006
H 1.000 -2.465 -4.081 0.354
C 1.561 0.196 -3.871 -1.029
C 1.357 2.410 3.592 -1.432
H 1.083 3.489 -3.918 0.250
S 1.720 -2.928 0.237 -0.481
H 1.995 4.773 -1.627 0.320
H -1.030 -7.075 6.981 0.356
H 3.145 4.263 2.011 0.392
```



Version Q
C31H41BLiN9OS3 as an isolated structure, computed with wB97M-V/def2-TZVPD.

The calculation puts the HOMO energy at 0.21 eV. The frontier orbital gap is 3.72 eV. The calculation puts the lowest unoccupied orbital energy at 3.93 eV. The charge is -2.

Structure (XYZ):
```
87
Properties=species:S:1:pos:R:3:mulliken_charge:R:1
H -2.564 0.032 3.630 0.374
H 5.239 3.143 2.134 0.280
N 3.259 1.248 1.541 1.781
C -1.586 2.262 -4.770 -0.211
O -3.722 -1.195 -3.916 -0.634
C 4.517 1.426 1.077 0.813
H 0.122 3.422 -1.600 0.224
H 3.322 1.161 5.258 0.259
C -1.959 -5.956 0.325 -0.877
H -0.266 3.545 -5.879 0.345
H -1.270 -2.644 1.149 -0.055
H -0.237 -3.799 0.314 0.409
H -5.441 -2.843 -3.912 0.300
H 4.804 -2.591 0.739 0.397
C 1.312 1.175 4.519 0.778
H -1.631 -4.809 2.125 0.354
C -4.822 -3.714 -3.747 -0.979
H -3.090 -4.365 1.237 0.367
H 3.684 -2.282 -0.596 0.237
C -2.989 -2.176 -3.273 0.113
H 3.039 -2.597 1.015 0.262
H -1.637 -1.374 3.094 0.176
C 3.854 -2.125 0.470 -1.401
H -2.564 -6.737 0.791 0.388
S 0.228 -1.473 -0.893 0.121
C 4.955 0.224 0.574 -1.338
C -3.189 -5.921 -3.393 -0.234
H 5.910 0.018 0.116 0.389
H -2.319 -5.791 -0.688 0.027
C -2.643 -4.665 -3.232 -0.273
C 2.346 1.572 5.522 -1.373
H -0.926 -6.308 0.274 0.264
C 0.035 3.633 -3.729 -0.447
C 3.429 5.277 2.475 -1.384
B 2.502 2.240 2.463 -1.053
H -2.543 -6.792 -3.305 0.367
H -1.407 -0.867 -3.012 -0.175
H -0.191 0.027 5.647 0.412
H 1.109 6.548 1.170 0.436
N -2.022 1.801 -3.599 -0.359
N 1.367 1.512 3.215 0.624
C -2.041 -4.657 1.122 -0.564
N 2.870 -0.036 1.353 -0.878
N 1.878 3.437 1.704 1.268
H 2.448 2.657 5.575 0.237
H 2.064 1.200 6.506 0.353
C -1.103 4.783 0.215 -0.939
H 3.302 2.677 3.249 -0.190
C -0.450 0.375 3.445 0.455
C -1.453 2.222 -2.452 0.099
H -1.913 -0.025 1.977 0.170
H 6.251 2.610 0.774 0.331
C 2.185 4.746 1.837 0.649
H 3.342 6.358 2.582 0.351
H -3.382 -0.302 -3.653 0.290
C -1.255 -2.148 -1.540 -0.357
H -6.381 -5.097 -4.158 0.332
C -5.336 -4.977 -3.887 -0.186
H -1.812 4.962 1.027 0.260
C -1.279 -3.508 0.471 -0.604
C -0.376 3.144 -2.518 0.015
H 4.306 5.064 1.860 0.147
C -0.584 3.196 -4.905 -0.691
H 4.727 3.460 0.467 0.218
H 0.857 4.341 -3.779 0.374
C -1.719 -0.288 3.018 -1.240
H -2.078 1.840 -5.643 0.381
H -1.579 -4.558 -3.074 0.322
C 5.226 2.739 1.119 -1.314
N 0.694 3.298 1.056 0.001
C -4.537 -6.116 -3.695 -0.631
N -1.805 -1.745 -2.670 0.178
H -1.090 5.663 -0.430 0.311
C 3.886 -0.665 0.779 0.655
C 0.250 4.519 0.788 0.257
C -3.453 -3.484 -3.365 0.323
H -4.952 -7.111 -3.808 0.341
Li 0.307 1.226 0.499 0.475
C 0.155 0.445 4.715 -1.328
H -1.459 3.917 -0.343 -0.100
H -2.852 -3.124 -0.878 0.322
C 1.172 5.475 1.252 -1.391
S 0.970 -0.109 -2.165 -0.448
N 0.290 1.023 2.565 -0.072
H 3.602 4.834 3.457 0.259
S -2.075 1.671 -0.953 -0.351
N -1.833 -3.170 -0.830 0.208
```



Name the least stable of them. version P.



Version P
One molecule with the formula C6H9N3, computed with wB97M-V/def2-TZVPD.

The SMILES is C=C(C)c1n[nH]nc1C. The calculation puts the HOMO energy at -9.30 eV. The frontier orbital gap is 10.36 eV. The calculation puts the lowest unoccupied orbital energy at 1.06 eV.

Structure (XYZ):
```
18
Properties=species:S:1:pos:R:3:mulliken_charge:R:1
C -0.998 -1.123 -1.354 -0.965
H -1.925 -1.299 -1.838 0.349
H -0.434 -2.019 -1.024 0.231
C 0.774 0.315 0.102 0.036
H 1.853 -2.447 0.644 0.263
N 2.693 0.418 1.231 -0.600
H -1.303 1.936 -0.162 0.307
C -0.742 0.075 -0.808 0.618
H 3.608 -1.910 0.719 0.278
H -2.607 1.173 -1.303 0.324
N 0.891 1.556 0.571 -0.352
N 1.987 1.551 1.329 0.045
C 1.971 -0.376 0.431 0.630
C 2.596 -1.745 0.144 -0.912
H 2.245 2.385 1.750 0.217
C -1.462 1.391 -1.121 -0.947
H 2.782 -1.795 -0.931 0.261
H -1.072 2.025 -2.012 0.218
```



Version Q
C6H9N3 as an isolated structure, computed with wB97M-V/def2-TZVPD.

The calculation puts the HOMO energy at -8.35 eV. The frontier orbital gap is 9.18 eV. The calculation puts the lowest unoccupied orbital energy at 0.83 eV.

Structure (XYZ):
```
18
Properties=species:S:1:pos:R:3:mulliken_charge:R:1
H 0.197 2.745 -2.322 0.654
C -0.226 2.026 -1.941 -0.286
H 1.722 0.419 0.878 0.330
C -1.443 1.529 -2.447 -0.536
C -0.001 0.401 -0.489 0.451
H 1.510 -0.623 2.989 0.373
H -2.681 -0.053 -2.148 0.425
C 1.308 -1.527 2.431 -1.291
N 0.492 1.453 -1.010 -0.658
N -1.191 -0.275 -0.706 -0.475
H 1.018 -2.639 3.164 0.254
C 0.276 -1.237 1.393 -0.137
H -0.537 -0.720 1.845 0.275
H 0.141 -2.094 0.759 0.313
H 2.283 -1.701 1.944 0.369
C -1.877 0.397 -1.705 -0.319
N 0.751 -0.143 0.583 -0.267
H -1.742 2.040 -3.219 0.525
```



Version R
One molecule with the formula C6H9N3, computed with wB97M-V/def2-TZVPD.

The SMILES is Cc1[nH]c(N)c2c1NC2. The calculation puts the HOMO energy at -7.59 eV. The frontier orbital gap is 8.36 eV. The calculation puts the lowest unoccupied orbital energy at 0.77 eV.

Structure (XYZ):
```
18
Properties=species:S:1:pos:R:3:mulliken_charge:R:1
H 0.846 0.499 -2.150 0.277
H -2.832 0.321 -1.733 0.296
N -1.485 -0.411 1.655 -0.556
N 2.729 0.379 -0.288 -0.675
C -1.848 0.766 -2.030 -1.120
H 0.404 -0.080 2.910 0.258
H 2.718 1.129 0.631 0.339
H 0.002 -1.869 2.433 0.276
H -2.153 1.844 -2.258 0.236
H -1.345 0.322 -3.076 0.238
C 0.442 -0.472 0.701 0.195
H -1.777 -1.413 1.903 0.306
H 3.477 -0.362 -0.001 0.303
N 0.494 0.221 -1.222 -0.029
C 1.340 -0.028 -0.154 -0.093
C -0.879 0.403 -0.953 -0.368
C -0.914 -0.210 0.333 0.533
C -0.059 -0.744 2.156 -0.417
```



Version S
One molecule with the formula C6H9N3, computed with wB97M-V/def2-TZVPD.

The SMILES is [H]/N=C1\C[C@@H]2CCN2C=N1. The calculation puts the HOMO energy at -9.02 eV. The frontier orbital gap is 9.84 eV. The calculation puts the lowest unoccupied orbital energy at 0.82 eV.

Structure (XYZ):
```
18
Properties=species:S:1:pos:R:3:mulliken_charge:R:1
H 0.891 -0.953 1.692 0.239
H -1.100 -2.026 -0.286 0.397
N -1.054 1.301 0.119 -0.580
C 2.171 0.323 0.354 -0.649
N 1.113 0.535 -0.644 -0.189
H 2.119 -1.894 0.969 0.353
N -2.724 -0.177 0.578 -0.760
H -3.068 -1.187 0.393 0.247
H 0.542 2.474 -0.207 0.461
C -0.744 -1.066 -0.649 -0.881
H -0.905 -1.104 -1.750 0.325
H 3.175 0.270 -0.017 0.287
C 0.737 -0.897 -0.505 0.063
C -1.603 0.027 0.038 0.688
H 1.324 -1.561 -1.257 0.281
H 2.151 1.169 1.093 0.314
C 1.515 -0.980 0.824 -0.631
C 0.180 1.460 -0.227 0.034
```



Name the least stable of them. version R.



Version P
A 2-piece molecular cluster, C3H5N2O overall, computed with wB97M-V/def2-TZVPD.

The calculation puts the HOMO energy (alpha / beta) at -12.51 / -12.62 eV. The frontier orbital gap (alpha / beta) is 7.31 / 7.22 eV. The calculation puts the lowest unoccupied orbital energy (alpha / beta) at -5.21 / -5.40 eV. The charge is +1.

Structure (XYZ):
```
11
Properties=species:S:1:pos:R:3:mulliken_charge:R:1
H 2.483 -0.582 0.637 0.344
C 1.275 0.812 0.406 -0.219
C -1.451 -0.165 0.038 0.778
H 1.974 -0.801 -0.882 0.427
H 3.080 0.579 -0.346 0.376
N 2.296 -0.032 -0.127 -0.202
H -3.207 0.422 0.657 0.289
C -0.221 -0.722 -0.356 -0.579
N -2.461 0.609 0.080 -0.329
H -2.744 1.068 -0.881 0.347
O -1.024 -1.188 0.773 -0.233
```



Version Q
An isolated ion of composition C3H5N2O and charge +1, computed with wB97M-V/def2-TZVPD.

The calculation puts the HOMO energy (alpha / beta) at -14.54 / -14.76 eV. The frontier orbital gap (alpha / beta) is 8.01 / 8.77 eV. The calculation puts the lowest unoccupied orbital energy (alpha / beta) at -6.52 / -5.98 eV. The charge is +1.

Structure (XYZ):
```
11
Properties=species:S:1:pos:R:3:mulliken_charge:R:1
C 1.092 -0.101 0.128 -0.272
H -2.172 0.313 0.720 0.249
N -1.505 0.032 0.068 -0.101
H -1.562 -2.108 -0.517 0.462
C -1.255 -1.193 -0.219 0.102
H 0.688 -0.147 1.215 0.315
O 0.723 -1.157 -0.569 -0.442
H 2.195 0.117 0.000 0.345
N 0.458 1.108 -0.541 0.030
C -0.793 1.012 -0.512 0.114
H 0.984 1.728 -1.032 0.199
```



Name the least stable of them. version P.